Record 1
ORCA calculation (ωB97M-V/def2-TZVPD) on C7H17NO in the gas phase.

```
26
Properties=species:S:1:pos:R:3:lowdin_charge:R:1
C -2.400 0.372 0.941 -0.079
C -1.241 -0.423 0.335 -0.397
C -1.598 -0.738 -1.120 -0.069
C 0.097 0.337 0.453 -0.302
C 0.328 0.842 1.880 -0.063
C 1.326 -0.517 0.022 -0.360
O 1.167 -1.900 0.238 -0.027
C 1.785 -0.220 -1.427 -0.241
N 2.447 1.057 -1.607 0.002
H -2.438 1.375 0.520 0.087
H -2.316 0.447 2.021 0.070
H -3.342 -0.124 0.717 0.076
H -1.150 -1.361 0.894 0.138
H -2.559 -1.246 -1.163 0.079
H -1.678 0.184 -1.694 0.089
H -0.867 -1.379 -1.607 0.061
H 0.047 1.207 -0.212 0.132
H -0.429 1.562 2.175 0.067
H 1.297 1.334 1.951 0.077
H 0.317 0.008 2.577 0.094
H 2.167 -0.257 0.678 0.137
H 0.506 -2.241 -0.374 0.077
H 2.491 -1.002 -1.722 0.119
H 0.937 -0.246 -2.115 0.103
H 1.832 1.818 -1.338 0.059
H 3.273 1.109 -1.020 0.069
```

**Highest occupied orbital energy**: -9.11 eV
**Spin multiplicity**: 1
**Calculated total energy**: -406.9001 hartree
**Energy relative to the best compared isomer or geometry (same formula, charge and spin)**: 0.822 eV
**HOMO-LUMO gap**: 10.11 eV
**SMILES**: CC(C)[C@@H](C)[C@@H](O)CN



Record 2
ORCA calculation (ωB97M-V/def2-TZVPD) on C6H7NO in the gas phase.

```
15
Properties=species:S:1:pos:R:3:lowdin_charge:R:1
C -2.026 -0.642 -0.034 -0.108
C -0.476 -0.565 -0.371 -0.261
C 0.561 -1.337 0.107 0.028
C 1.788 -0.608 -0.240 -0.482
O 2.871 -0.993 -0.092 0.147
N 1.323 0.718 -0.841 0.049
C 0.928 1.578 0.515 0.029
C -0.032 0.918 -0.481 -0.320
H -2.788 0.234 -0.649 0.135
H -2.241 -0.407 1.258 0.153
H -1.910 -1.852 -0.401 0.119
H 0.419 -2.468 0.315 0.151
H 1.094 2.678 0.523 0.098
H 1.303 1.156 1.439 0.097
H -0.815 1.590 -1.050 0.163
```

**Highest occupied orbital energy**: -9.44 eV
**Spin multiplicity**: 1
**Calculated total energy**: -362.6145 hartree
**Energy relative to the best compared isomer or geometry (same formula, charge and spin)**: 5.415 eV
**HOMO-LUMO gap**: 9.26 eV
**SMILES**: CC1=CC(=O)N2C[C@H]12



Record 3
ORCA calculation (ωB97M-V/def2-TZVPD) on CH4S2 in the gas phase.

```
7
Properties=species:S:1:pos:R:3:lowdin_spin:R:1
C -0.284 -0.470 -0.291 0.089
S 2.485 0.587 -0.303 0.797
S 1.138 -1.324 0.366 1.051
H -1.199 -1.133 -0.393 0.006
H 0.022 -0.079 -1.307 0.017
H -0.402 0.490 0.269 0.015
H 3.498 -0.003 0.295 0.024
```

**Highest occupied orbital energy (spin up / spin down)**: -7.24 / -9.11 eV
**Spin multiplicity**: 3
**Expectation value of S²**: 2.01
**Calculated total energy**: -836.7706 hartree
**Energy relative to the best compared isomer or geometry (same formula, charge and spin)**: 0.000 eV
**HOMO-LUMO gap (spin up / spin down)**: 8.16 / 6.66 eV



Record 4
ORCA calculation (ωB97M-V/def2-TZVPD) on a molecular structure, C10H17N9O4RuS3.

```
44
Properties=species:S:1:pos:R:3:lowdin_spin:R:1
Ru 0.112 -0.590 -0.023 0.802
C -4.235 -0.078 0.958 0.000
N -3.560 -1.232 1.551 0.002
C -4.142 -1.757 2.782 0.000
C -2.384 -1.620 1.078 0.001
N -1.885 -1.276 -0.090 -0.007
N -1.634 -2.465 1.897 -0.001
C -0.351 -2.887 1.629 0.003
N 0.182 -3.692 2.558 0.002
N 0.258 -2.578 0.518 0.011
H -4.825 0.398 1.738 0.000
H -4.898 -0.377 0.145 0.000
H -3.498 0.647 0.616 0.000
H -5.225 -1.699 2.699 0.000
H -3.815 -1.164 3.639 0.000
H -3.887 -2.805 2.917 0.000
H -2.506 -0.657 -0.595 0.000
H -1.856 -2.389 2.878 0.000
H -0.298 -3.877 3.423 0.000
H 1.180 -3.818 2.571 0.000
H 1.195 -2.966 0.487 0.004
N 2.316 1.808 1.524 0.019
C 2.629 1.258 0.385 0.009
N 1.853 0.425 -0.362 0.013
C 2.456 0.152 -1.596 -0.001
C 3.681 0.660 -1.788 0.009
S 4.162 1.586 -0.406 -0.002
C 1.660 -0.662 -2.506 0.001
C 1.910 -1.047 -3.770 0.000
S 0.650 -2.083 -4.339 0.003
C -0.168 -1.925 -2.833 0.018
N 0.458 -1.142 -1.971 0.013
N -1.331 -2.537 -2.586 0.015
H 1.355 1.863 2.094 0.000
H 3.047 2.406 1.886 0.001
H 4.313 0.557 -2.653 0.001
H 2.751 -0.800 -4.393 0.000
H -1.708 -3.193 -3.247 0.001
H -1.711 -2.476 -1.651 0.001
O 0.355 1.931 2.779 0.004
S -0.499 0.813 2.286 0.002
O -1.587 0.514 3.170 0.002
O -0.940 1.108 0.876 0.066
O 0.417 -0.369 2.051 0.007
```

**Highest occupied orbital energy (spin up / spin down)**: -10.51 / -10.48 eV
**Total charge**: +1
**Spin multiplicity**: 2
**Expectation value of S²**: 0.76
**Calculated total energy**: -2474.3899 hartree
**Energy relative to the best compared isomer or geometry (same formula, charge and spin)**: 1.146 eV
**HOMO-LUMO gap (spin up / spin down)**: 7.40 / 6.78 eV



Record 5
ORCA calculation (ωB97M-V/def2-TZVPD) on 2 unconnected molecules or ions with the total composition C5H15N2O.

```
23
Properties=species:S:1:pos:R:3:lowdin_charge:R:1
C -0.346 1.086 2.362 -0.060
C -0.764 -0.345 2.116 -0.194
N 0.240 -1.050 1.258 -0.017
C -0.107 -2.478 0.954 0.012
H -0.123 1.592 1.420 0.081
H -1.158 1.632 2.836 0.092
H 0.528 1.138 3.011 0.088
H -0.859 -0.917 3.039 0.134
H -1.719 -0.420 1.597 0.133
H 1.145 -1.017 1.723 0.176
H 0.345 -0.549 0.354 0.096
H 0.454 -3.130 1.613 0.103
H 0.142 -2.676 -0.083 0.092
H -1.175 -2.612 1.090 0.101
C 1.045 -0.067 -2.384 -0.310
N 0.720 1.057 -3.010 0.004
C -0.295 1.987 -2.545 -0.040
O 0.537 -0.472 -1.336 -0.048
H 1.823 -0.656 -2.889 0.147
H 1.230 1.267 -3.855 0.147
H -1.077 2.090 -3.294 0.094
H 0.146 2.958 -2.339 0.092
H -0.732 1.581 -1.639 0.074
```

**Highest occupied orbital energy**: -13.69 eV
**Total charge**: +1
**Spin multiplicity**: 1
**Calculated total energy**: -384.0493 hartree
**Energy relative to the best compared isomer or geometry (same formula, charge and spin)**: 0.048 eV
**HOMO-LUMO gap**: 11.16 eV